# 1
114
Properties=species:S:1:pos:R:3:forces:R:3 method="wB97M-V/def2-TZVPD" s_squared=0.759 spin_multiplicity=2 charge=-1 e_homo_ev="-3.792 / -3.827" orbital_gap_ha="0.1962 / 0.1976" lumo_ev="1.5480 / 1.5487" de_lowest_kcal_mol=16.9
Co -0.3431 -0.3042 0.0369 0.3 -0.2 0.0
C -0.1032 -6.5817 -1.3930 0.0 0.0 0.0
C 0.4690 -5.5054 -2.3188 0.0 0.0 0.0
C -0.2419 -4.1937 -2.2016 0.0 0.0 0.0
C -1.2585 -3.7230 -2.9405 0.0 0.0 0.0
C -1.9573 -4.4116 -4.0705 0.0 0.0 0.0
C -3.2457 -5.1094 -3.6218 0.0 0.0 0.0
C -1.6010 -2.3858 -2.4116 -0.1 -0.1 0.0
N -0.7173 -2.0952 -1.3268 0.1 0.0 -0.1
C 0.0386 -3.1642 -1.1769 -0.1 0.0 0.0
C 0.9461 -3.4127 -0.1101 -0.1 0.0 0.0
C 1.0545 -2.6811 1.0435 0.1 0.0 0.0
C 1.8418 -3.1172 2.2230 0.0 0.0 0.0
C 2.6151 -4.3934 2.3020 0.0 0.0 0.0
C 1.7264 -5.6085 2.5828 0.0 0.0 0.0
C 1.6685 -2.1823 3.1704 0.0 0.0 0.0
C 0.8024 -1.1391 2.5808 0.1 0.0 0.0
C 0.4744 0.0274 3.1954 0.0 0.1 0.0
C -0.2201 1.1151 2.5928 0.0 0.0 0.0
N -0.7530 1.1204 1.3881 -0.2 0.2 0.0
C -1.2961 2.4239 1.1917 0.0 -0.1 -0.1
C -1.9871 2.9364 0.1490 0.3 -0.3 0.1
C -2.4505 2.2602 -1.0655 -1.6 1.2 0.4
N -2.3133 -0.0285 -1.2886 -0.6 1.2 0.2
C -2.8775 -0.2541 -2.6176 0.1 -0.1 0.2
C -2.6270 -1.6746 -2.9380 0.0 0.0 -0.1
C -3.3542 1.8671 -3.1929 0.3 -0.1 -0.5
C -2.7165 2.8987 -2.2458 -0.9 -0.3 0.3
C -2.9730 4.3826 -2.3112 0.6 0.3 -0.5
C -4.3033 4.8035 -1.6746 0.0 -0.1 0.1
C -4.1475 2.4154 -4.3721 -0.1 0.1 0.1
C -3.2676 3.0109 -5.4710 0.0 -0.1 0.0
C -1.0077 3.2214 2.3956 0.0 0.0 0.0
C -0.3626 2.4190 3.2585 0.0 0.0 0.1
C 0.1687 2.7318 4.6202 0.0 0.0 0.0
C -0.7373 2.2232 5.7444 0.0 0.0 0.0
C -1.4153 4.6471 2.5898 0.0 0.0 0.0
C -2.8846 4.7940 2.9973 0.0 0.0 0.0
N 0.4619 -1.4978 1.3145 -0.2 0.0 0.1
C 2.2039 -2.1423 4.5638 0.0 0.0 0.0
C 1.1530 -2.5306 5.6082 0.0 0.0 0.0
H 0.4512 -7.5184 -1.4820 0.0 0.0 0.0
H -1.1493 -6.7791 -1.6325 0.0 0.0 0.0
H -0.0625 -6.2577 -0.3516 0.0 0.0 0.0
H 0.4211 -5.8528 -3.3540 0.0 0.0 0.0
H 1.5301 -5.3606 -2.0985 0.0 0.0 0.0
H -1.2821 -5.1453 -4.5165 0.0 0.0 0.0
H -2.1873 -3.6938 -4.8611 0.0 0.0 0.0
H -3.0303 -5.8613 -2.8612 0.0 0.0 0.0
H -3.7424 -5.6029 -4.4597 0.0 0.0 0.0
H -3.9411 -4.3924 -3.1836 0.0 0.0 0.0
H 1.5001 -4.3409 -0.1561 0.0 0.0 0.0
H 3.3700 -4.3123 3.0874 0.0 0.0 0.0
H 3.1625 -4.5420 1.3670 0.0 0.0 0.0
H 1.1970 -5.4832 3.5291 0.0 0.0 0.0
H 2.3166 -6.5255 2.6393 0.0 0.0 0.0
H 0.9748 -5.7313 1.8016 0.0 0.0 0.0
H 0.8577 0.1936 4.1922 0.0 0.0 0.0
H -2.2393 3.9887 0.2337 0.1 0.0 0.0
H -3.1517 -2.1277 -3.7736 0.0 0.0 0.0
H -2.9561 4.7515 -3.3400 0.0 0.0 0.0
H -2.1602 4.9338 -1.8284 0.0 -0.1 0.1
H -5.1451 4.2913 -2.1448 0.0 0.0 0.0
H -4.4687 5.8815 -1.7649 0.0 0.0 0.0
H -4.3263 4.5412 -0.6143 0.0 0.0 0.0
H -4.8679 3.1625 -4.0244 0.0 0.0 0.0
H -4.7389 1.5994 -4.8032 0.0 0.0 0.0
H -2.6059 3.7844 -5.0848 0.0 0.0 0.0
H -3.8729 3.4439 -6.2702 0.0 0.0 0.0
H -2.6298 2.2457 -5.9179 0.0 0.0 0.0
H 0.3067 3.8108 4.7175 0.0 0.0 0.0
H 1.1663 2.2948 4.7174 0.0 0.0 0.0
H -1.7044 2.7294 5.7202 0.0 0.0 0.0
H -0.2873 2.3922 6.7249 0.0 0.0 0.0
H -0.9267 1.1532 5.6373 0.0 0.0 0.0
H -1.2282 5.2092 1.6718 0.0 0.0 0.0
H -0.7811 5.0987 3.3555 0.0 0.0 0.0
H -3.5456 4.3983 2.2248 0.0 0.0 0.0
H -3.1441 5.8414 3.1653 0.0 0.0 0.0
H -3.0848 4.2403 3.9165 0.0 0.0 0.0
H 2.5779 -1.1368 4.7737 0.0 0.0 0.0
H 3.0643 -2.8104 4.6434 0.0 0.0 0.0
H 0.2675 -1.8996 5.5186 0.0 0.0 0.0
H 1.5465 -2.4263 6.6213 0.0 0.0 0.0
H 0.8351 -3.5657 5.4696 0.0 0.0 0.0
N 4.5320 -0.0777 0.6483 -0.1 0.1 0.0
C 3.2833 0.4721 0.3320 0.3 0.0 0.2
S 2.7723 1.8336 1.2381 0.0 0.0 0.0
N 2.7187 -0.1017 -0.6899 -0.3 0.0 -0.1
N 1.4246 0.2763 -0.9514 0.0 -0.3 0.0
C 1.1265 0.6973 -2.1250 0.0 0.1 -0.1
C 2.1003 0.9778 -3.2122 -0.1 0.0 0.1
C 2.0732 2.2128 -3.8542 0.0 0.0 0.0
C 2.9625 2.4882 -4.8842 0.0 0.0 0.0
C 3.8761 1.5260 -5.2888 0.0 0.0 0.0
C 3.9009 0.2893 -4.6565 0.0 0.0 0.0
C 3.0228 0.0171 -3.6181 0.0 0.0 0.0
C -0.3238 0.8186 -2.3918 -0.2 0.1 -0.1
C -0.8763 0.8954 -3.6164 0.0 0.2 0.0
C -2.3546 0.7436 -3.6856 0.2 0.3 0.0
C -4.0364 0.7886 -2.2843 0.1 -0.2 0.1
C -3.3210 1.0072 -0.9460 0.8 -0.5 -0.2
N -1.1166 0.7753 -1.2579 1.2 -1.5 0.0
H 4.8447 0.1898 1.5659 0.0 0.0 0.0
H 4.6149 -1.0580 0.4251 0.0 0.0 0.0
H 1.3506 2.9548 -3.5379 0.0 0.0 0.0
H 2.9405 3.4568 -5.3688 0.0 0.0 0.0
H 4.5731 1.7403 -6.0902 0.0 0.0 0.0
H 4.6165 -0.4630 -4.9655 0.0 0.0 0.0
H 3.0554 -0.9280 -3.0946 0.0 0.0 0.0
H -0.2586 0.8703 -4.5042 0.0 0.0 0.0
H -2.6800 0.3952 -4.6714 0.0 0.0 0.0
H -5.1064 0.6028 -2.3578 0.0 0.1 0.0
H -3.8296 0.8822 0.0104 0.0 0.0 0.0

# 2
39
Properties=species:S:1:pos:R:3:forces:R:3 method="wB97M-V/def2-TZVPD" smiles="CCOCCOC(=O)c1cccc(NC(=O)OCC)c1" e_homo_ev=-8.790 orbital_gap_ha=0.3425 lumo_ev=0.5292 de_lowest_kcal_mol=10.7
C -0.4022 -3.1242 -0.6551 -0.4 0.1 0.0
C -1.7828 -2.7781 -1.2083 0.2 -0.1 -0.2
O -2.8577 -3.1489 -0.3612 0.0 -0.1 0.0
C -3.0003 -2.4082 0.8236 -0.1 0.4 0.0
C -3.4555 -0.9623 0.6016 -0.4 -0.4 0.1
O -2.3040 -0.1517 0.3867 0.4 0.0 0.0
C -2.5033 1.1561 0.1924 -0.4 0.1 0.0
O -3.5954 1.6698 0.1866 0.1 -0.1 0.0
C -1.2257 1.8841 -0.0190 0.3 0.3 -0.1
C -1.2677 3.2432 -0.3154 -0.2 -0.2 0.1
C -0.0859 3.9311 -0.5206 0.0 -0.1 0.0
C 1.1288 3.2762 -0.4281 0.0 -0.2 0.0
C 1.1756 1.9154 -0.1250 -0.4 0.1 0.0
N 2.4239 1.2967 -0.0419 0.5 0.2 -0.1
C 2.7126 0.0153 0.3256 0.3 0.2 0.0
O 1.9320 -0.8382 0.6558 -0.2 -0.2 0.1
O 4.0527 -0.1519 0.2731 -0.1 0.3 -0.1
C 4.5370 -1.4550 0.6016 0.0 -0.5 0.1
C 4.3985 -2.4202 -0.5666 -0.1 0.4 0.2
C -0.0090 1.2190 0.0766 -0.1 -0.1 0.0
H 0.3329 -3.0260 -1.4495 0.1 0.0 -0.1
H -0.3939 -4.1496 -0.2930 0.0 -0.1 0.0
H -0.1115 -2.4590 0.1534 0.1 0.0 0.1
H -1.9668 -3.3485 -2.1231 0.1 0.1 0.0
H -1.8296 -1.7087 -1.4479 0.0 -0.1 -0.1
H -2.0695 -2.3952 1.4040 -0.1 0.0 0.1
H -3.7686 -2.9384 1.3911 0.1 0.1 0.0
H -4.1202 -0.8963 -0.2668 0.1 0.0 0.1
H -3.9945 -0.5877 1.4782 0.1 0.0 -0.1
H -2.2255 3.7347 -0.3814 -0.1 0.0 0.0
H -0.1067 4.9849 -0.7540 0.0 0.1 0.0
H 2.0497 3.8188 -0.5892 0.1 0.1 0.0
H 3.2276 1.8728 -0.2524 -0.1 -0.2 0.0
H 5.5848 -1.3024 0.8670 -0.1 0.0 0.0
H 3.9833 -1.8305 1.4681 0.2 0.1 -0.1
H 3.3473 -2.5696 -0.7999 -0.1 -0.1 0.0
H 4.8390 -3.3766 -0.3009 0.1 -0.1 0.0
H 4.9056 -2.0262 -1.4442 0.1 0.0 -0.1
H 0.0164 0.1695 0.3110 0.0 0.0 0.0

# 3
20
Properties=species:S:1:pos:R:3:forces:R:3 method="wB97M-V/def2-TZVPD" s_squared=0.750 spin_multiplicity=2 charge=-1 e_homo_ev="0.992 / -5.625" orbital_gap_ha="0.0775 / 0.3214" lumo_ev="3.1010 / 3.1221" de_lowest_kcal_mol=12.7
C 0.1361 1.4151 -1.0593 -0.3 -0.8 0.9
C 0.5080 1.8448 0.3638 0.5 0.6 -0.5
S -0.8786 2.7269 1.1494 -0.1 -0.2 0.2
C -0.8922 0.2745 -1.0093 -0.6 0.8 -0.6
N -0.3218 -0.8966 -0.4119 -0.2 -0.7 0.3
C -0.0090 -2.0140 -1.2893 0.0 0.3 0.3
H -0.2266 2.2561 -1.6483 0.1 0.1 -0.2
H 1.0196 0.9452 -1.4807 0.3 0.4 -0.4
H 1.3164 2.5851 0.3313 0.0 -0.3 -0.1
H 0.8716 0.9786 0.9226 -0.4 0.1 0.2
H -0.7709 2.1977 2.3777 0.0 -0.1 0.0
H -1.7568 0.6109 -0.4310 0.1 0.0 0.2
H -1.3076 0.1142 -2.0212 0.3 -0.2 0.1
H -0.9214 -1.2380 0.3290 0.2 0.1 0.2
H 0.7177 -1.6937 -2.0396 0.0 -0.2 0.0
H -0.8942 -2.4165 -1.7912 -0.1 0.0 -0.3
H 0.4171 -2.8216 -0.6871 0.1 0.1 -0.1
H 1.3320 -1.7987 3.4936 -0.1 0.0 -0.1
H 1.0038 -1.6420 2.0076 0.0 0.0 0.0
O 0.6569 -1.4279 2.8938 0.1 0.0 0.0

# 4
125
Properties=species:S:1:pos:R:3:forces:R:3 method="wB97M-V/def2-TZVPD" e_homo_ev=-8.295 orbital_gap_ha=0.3257 lumo_ev=0.5691 de_lowest_kcal_mol=42.5
C 2.9804 -3.9307 -0.1896 1.0 -2.0 1.1
C 2.5153 -2.9016 -0.8082 -1.6 2.0 -1.2
Si 1.0114 -1.9784 -0.2499 -0.9 -1.7 -1.2
S 0.6395 -2.3143 1.8259 -0.8 0.4 0.3
C -0.4844 -2.6273 -1.1476 0.0 1.3 1.3
C -1.7519 -1.9133 -0.6660 0.6 -0.6 -0.3
C -2.7645 -1.7969 -1.7575 -0.1 0.7 1.1
C -4.0164 -1.0754 -1.3214 0.0 -0.4 -0.8
C -5.1484 -2.0040 -1.0374 0.0 0.3 0.5
C -6.4508 -1.2809 -0.9312 -0.2 -0.4 0.4
C -6.6379 -0.6284 0.4187 0.6 0.4 -0.5
C -6.5939 0.8870 0.3920 -0.7 -0.4 0.5
C -7.8093 1.5502 0.9871 0.0 0.1 -0.7
O -8.7650 1.9012 0.0072 -0.5 -0.3 0.2
C -8.5211 3.1114 -0.6539 -0.3 -0.3 0.0
O 1.0868 -0.3927 -0.6653 0.5 -0.1 0.5
Si 2.0176 0.6839 0.1655 0.1 0.6 -0.3
N 0.9382 1.6176 1.1201 -0.1 0.0 -0.1
C 2.8363 1.8025 -1.1248 -0.4 -0.4 0.6
O 2.6928 3.1532 -0.7126 0.2 -0.2 0.6
C 2.6515 4.0964 -1.7289 0.4 0.1 -0.2
C 3.9865 4.7102 -2.1340 0.6 -0.4 0.2
O 5.1369 3.9315 -1.9024 -0.2 -0.3 0.4
C 5.7522 3.4311 -3.0791 -0.4 0.1 0.7
C 6.6129 2.2795 -2.7130 0.1 -0.4 -0.2
O 6.2110 1.1227 -3.4028 -0.3 0.0 -0.3
C 6.9997 0.0246 -3.0210 0.0 0.4 0.3
C 6.6372 -0.5363 -1.6841 -0.1 0.0 0.0
N 3.2754 -0.0506 1.1086 -0.5 0.7 -0.1
C 3.2620 0.2515 2.5464 0.2 -0.3 0.0
C 4.5639 -0.1363 3.1766 -0.4 0.0 -0.3
C 4.7024 -1.6033 3.3935 0.6 -0.6 -0.5
C 5.2965 -2.3144 2.1866 0.1 0.1 0.8
H 2.3178 -4.6700 0.1986 -0.4 -0.1 1.6
H 4.0288 -4.0842 -0.0657 0.8 -0.9 -0.9
H 3.0309 -2.5841 -1.6846 1.2 1.4 0.0
H 1.7161 -2.9845 2.1796 0.7 -0.2 -0.1
H -0.3284 -2.3211 -2.1547 0.2 -0.1 -1.2
H -0.5465 -3.6863 -1.0609 -0.1 -0.9 -0.1
H -2.1590 -2.4154 0.1883 -0.3 -0.3 0.7
H -1.4833 -0.9248 -0.3605 0.1 0.9 0.4
H -3.0056 -2.7697 -2.0982 -0.3 -1.0 -0.7
H -2.3166 -1.2351 -2.5360 0.5 0.3 -1.1
H -4.3390 -0.4656 -2.1399 -0.2 0.7 -0.5
H -3.8353 -0.4397 -0.4812 0.2 0.6 0.7
H -4.9573 -2.4925 -0.1001 0.1 -0.8 0.5
H -5.2079 -2.7308 -1.8095 0.1 -0.8 -0.7
H -6.4971 -0.5574 -1.7077 -0.2 0.7 -0.8
H -7.2421 -1.9623 -1.1314 -0.9 -0.6 -0.1
H -5.8100 -0.9477 1.0077 0.6 -0.4 0.8
H -7.5095 -0.9895 0.9062 -1.0 -0.2 0.4
H -5.7242 1.2361 0.8947 0.9 0.3 0.5
H -6.5141 1.2132 -0.6136 0.1 0.5 -1.1
H -7.5102 2.4185 1.5312 0.1 0.9 0.5
H -8.3157 0.9017 1.6677 -0.3 -0.5 0.5
H -9.3674 3.7624 -0.5383 -0.6 0.4 0.1
H -8.3679 2.9454 -1.7011 0.1 -0.2 -0.8
H -7.6669 3.6223 -0.2700 0.8 0.4 0.4
H 0.0234 1.6069 0.6879 -0.2 0.0 0.2
H 1.2327 2.5859 1.1525 0.0 0.1 0.2
H 3.8551 1.5133 -1.2942 0.9 0.1 -0.1
H 2.3371 1.6454 -2.0563 -0.6 -0.1 -0.9
H 2.1388 3.7257 -2.5977 -0.3 -0.5 -0.5
H 2.0709 4.9143 -1.3578 -0.6 0.6 0.3
H 3.9420 4.9559 -3.1709 -0.2 0.4 -0.9
H 4.1268 5.6166 -1.5941 0.1 0.9 0.5
H 4.9945 3.0866 -3.7481 -0.5 -0.2 -0.8
H 6.3547 4.1975 -3.5202 0.2 0.7 -0.5
H 7.6391 2.4782 -2.9637 0.8 0.1 0.0
H 6.5365 2.1493 -1.6527 0.1 -0.1 0.9
H 6.8921 -0.7219 -3.7652 -0.2 -0.6 -0.9
H 8.0354 0.3112 -2.9801 0.8 0.2 -0.3
H 6.8519 -1.5743 -1.6816 0.3 -1.1 0.1
H 7.1770 -0.0906 -0.8796 0.3 0.4 0.7
H 5.5886 -0.4514 -1.5134 -0.9 0.2 0.2
H 4.1277 0.3874 0.7819 0.4 -0.3 -0.3
H 2.4918 -0.2980 3.0422 -0.8 -0.3 0.1
H 3.0939 1.2923 2.7467 -0.3 0.8 0.0
H 4.6648 0.3968 4.0903 0.1 0.6 1.0
H 5.3365 0.2079 2.5225 0.9 0.4 -0.3
H 3.7633 -2.0613 3.6241 -0.8 -0.1 0.4
H 5.3568 -1.7726 4.2195 0.4 -0.3 0.8
H 6.3518 -2.4165 2.3192 0.9 -0.1 -0.1
H 5.1176 -1.7434 1.3162 -0.3 0.4 -1.1
H 4.8969 -3.2945 2.0718 -0.4 -0.8 -0.2
C -11.8469 -0.6404 -1.3587 -0.1 0.1 0.0
S -10.4448 -1.7507 -1.2457 0.1 0.0 0.2
O -9.6027 -1.5084 -2.4423 0.1 -0.1 -0.2
C -11.3662 -3.2618 -1.5511 -0.1 -0.1 0.0
H -11.4724 0.3730 -1.2349 0.1 0.0 0.0
H -12.3186 -0.7453 -2.3355 0.0 0.0 0.0
H -12.5558 -0.8693 -0.5633 0.0 0.0 0.0
H -11.8714 -3.1938 -2.5144 0.0 0.0 0.0
H -12.0896 -3.4123 -0.7502 0.0 0.0 0.0
H -10.6572 -4.0860 -1.5631 0.0 0.0 0.0
C 5.0363 4.9510 1.3711 -0.1 0.0 0.0
S 6.7713 4.8270 0.9407 0.0 0.1 -0.3
O 7.1624 3.4077 1.1319 0.0 -0.2 0.1
C 7.3961 5.7372 2.3581 0.0 0.0 0.1
H 4.4718 4.3980 0.6223 0.0 -0.1 0.0
H 4.8724 4.5122 2.3556 0.0 0.0 0.0
H 4.7346 5.9990 1.3634 0.0 0.0 0.0
H 7.0755 5.2492 3.2784 0.0 0.0 0.0
H 7.0259 6.7614 2.3199 0.0 0.0 0.0
H 8.4817 5.7378 2.3003 0.0 0.0 0.0
C -7.0098 -3.1275 -4.2826 -0.1 0.0 0.0
S -5.2982 -3.4427 -4.7284 -0.1 -0.2 0.1
O -4.5419 -2.1969 -4.4560 0.1 0.2 0.0
C -5.5725 -3.5112 -6.5015 0.0 0.0 -0.1
H -7.0616 -3.0049 -3.2040 0.0 0.0 0.0
H -7.3549 -2.2149 -4.7669 0.0 0.0 0.0
H -7.6238 -3.9764 -4.5836 0.0 0.0 0.0
H -6.0127 -2.5729 -6.8379 0.0 0.0 0.0
H -6.2311 -4.3479 -6.7332 0.0 0.0 0.0
H -4.6085 -3.6600 -6.9817 0.0 0.0 0.0
C 6.7078 -1.6036 9.4235 0.1 0.1 0.1
S 5.4710 -1.9125 8.1590 -0.2 0.1 0.1
O 5.9581 -3.0449 7.3395 0.1 -0.1 -0.1
C 5.7806 -0.4120 7.2229 0.1 0.1 0.0
H 6.7104 -2.4550 10.0992 0.0 0.0 0.0
H 7.6879 -1.4990 8.9589 0.0 0.0 0.0
H 6.4462 -0.7003 9.9742 0.0 0.0 0.0
H 6.8232 -0.3869 6.9062 0.0 0.0 0.0
H 5.5474 0.4547 7.8411 0.0 0.0 0.0
H 5.1304 -0.4260 6.3512 0.0 0.0 0.0